Computed, not measured: a 2-piece molecular cluster, C8H2N5O4S overall, with ωB97M-V/def2-TZVPD.

XYZ file:
```
20
Properties=species:S:1:pos:R:3:forces:R:3:nbo_charge:R:1
S -1.07302 3.68777 1.59893 1.5 -0.3 0.3 -0.4557
C -2.61909 3.92081 1.16887 -3.9 0.5 -1.1 0.0379
N -3.75632 4.09008 0.84714 2.6 -0.4 0.7 -0.5725
N -1.97378 0.05592 3.24672 1.5 -0.6 -2.1 -0.2418
C -1.32638 -0.14624 2.29361 -1.2 0.4 1.7 0.2610
C -0.53371 -0.41110 1.11365 -1.2 -0.2 -1.9 -0.1607
C -1.16889 -0.59687 -0.13509 -0.1 0.2 1.3 -0.0631
C -0.37517 -0.81892 -1.26595 -0.2 -0.3 -1.2 -0.0348
N -0.73017 -1.10639 -2.58176 0.7 0.2 1.1 0.4187
O -1.78804 -1.23187 -3.17246 1.0 0.1 0.5 -0.3536
O 0.50214 -1.27673 -3.27048 -0.9 0.2 0.6 -0.1399
N 1.57547 -1.11374 -2.43171 -1.2 0.5 1.6 -0.0957
C 1.02307 -0.83004 -1.21888 2.0 -0.5 -1.6 0.1632
C 1.67990 -0.65864 0.05038 -1.6 0.2 1.0 0.0067
N 3.12902 -0.68860 0.17093 2.4 -0.1 0.6 0.5009
O 3.84742 -0.29832 -0.76840 -1.9 -0.7 1.4 -0.3401
O 3.59838 -1.10088 1.25656 -1.1 0.7 -1.8 -0.3815
C 0.87814 -0.49393 1.19317 1.7 0.0 -1.1 -0.0791
H -2.24739 -0.59145 -0.26364 0.1 0.2 0.3 0.2619
H 1.35842 -0.39086 2.16841 -0.1 0.0 -0.4 0.2682
```
Positions in Å, forces in eV/Å.

The LUMO energy comes out at -0.23 eV. The calculated total energy is -34797.60853 eV. The orbital gap is 3.57 eV. As for the charge: -1. Its relative energy (zero: lowest compared OMol25 entry of this formula, charge and spin) is 0.380 eV.